1.
{
  "formula": "C21H28N2O4",
  "method": "ωB97M-V with the def2-TZVPD basis set",
  "e_above_lowest_kj_mol": 0.0,
  "smiles": "COC(=O)[C@H](Cc1ccc(O)cc1)NC(=O)N[C@]12C[C@H]3C[C@H](C[C@H](C3)C1)C2",
  "gap_ev": 9.037,
  "charge": 0,
  "elements": ["C", "H", "H", "H", "O", "C", "O", "C", "N", "C", "O", "N", "H", "C", "C", "C", "C", "C", "C", "H", "H", "C", "C", "C", "H", "H", "C", "H", "H", "H", "H", "H", "H", "H", "H", "H", "H", "H", "H", "H", "C", "C", "C", "C", "C", "C", "C", "H", "H", "O", "H", "H", "H", "H", "H"],
  "coordinates": [[-5.175, -3.179, 0.130], [-5.811, -2.312, -0.058], [-5.184, -3.821, -0.753], [-5.516, -3.727, 1.004], [-3.846, -2.757, 0.418], [-3.265, -1.998, -0.508], [-3.772, -1.694, -1.553], [-1.882, -1.539, -0.057], [-1.218, -0.976, -1.200], [0.008, -0.354, -1.225], [0.300, 0.401, -2.131], [0.825, -0.653, -0.173], [0.605, -1.483, 0.353], [2.218, -0.218, -0.090], [2.277, 1.312, -0.058], [3.729, 1.764, 0.083], [4.539, 1.251, -1.106], [4.488, -0.276, -1.132], [3.039, -0.734, -1.278], [2.988, -1.826, -1.311], [2.607, -0.344, -2.200], [5.074, -0.831, 0.166], [4.259, -0.315, 1.350], [2.806, -0.771, 1.209], [2.763, -1.864, 1.200], [2.219, -0.414, 2.059], [4.314, 1.211, 1.381], [5.349, 1.541, 1.494], [3.748, 1.588, 2.236], [4.673, -0.716, 2.283], [5.054, -1.924, 0.147], [6.115, -0.518, 0.269], [5.070, -0.647, -1.983], [5.575, 1.588, -1.024], [4.126, 1.649, -2.034], [3.763, 2.859, 0.104], [1.845, 1.701, -0.980], [1.682, 1.680, 0.782], [-1.849, -0.670, -1.931], [-1.340, -2.418, 0.320], [-2.080, -0.525, 1.104], [-3.074, 0.532, 0.714], [-2.702, 1.581, -0.116], [-3.631, 2.516, -0.532], [-4.954, 2.418, -0.120], [-5.333, 1.377, 0.722], [-4.398, 0.447, 1.128], [-4.702, -0.358, 1.782], [-6.361, 1.315, 1.041], [-5.902, 3.314, -0.506], [-5.510, 3.967, -1.098], [-3.328, 3.324, -1.185], [-1.678, 1.672, -0.448], [-2.431, -1.071, 1.980], [-1.113, -0.072, 1.328]],
  "mulliken_charge": [-0.709, 0.322, 0.305, 0.251, -0.283, 0.202, -0.619, 0.070, -0.047, 0.032, -0.689, 0.013, 0.421, 0.861, -1.508, 0.414, -1.351, 0.485, -1.549, 0.418, 0.568, -1.450, 0.425, -1.732, 0.621, 0.466, -1.465, 0.512, 0.478, 0.257, 0.480, 0.501, 0.240, 0.480, 0.500, 0.252, 0.582, 0.432, 0.330, 0.436, -1.176, 0.272, -0.256, -0.809, 0.973, -0.866, -0.312, 0.471, 0.411, -0.566, 0.276, 0.284, 0.350, 0.582, 0.414]
}

=====

2.
{
  "formula": "C3H3N2OP",
  "method": "ωB97M-V with the def2-TZVPD basis set",
  "e_above_lowest_kj_mol": 436.6,
  "gap_ev": [5.918, 9.203],
  "charge": 0,
  "elements": ["C", "C", "C", "N", "N", "O", "P", "H", "H", "H"],
  "coordinates": [[-1.373, -0.602, 1.277], [-1.284, 2.116, -1.590], [1.207, -0.740, -0.161], [-2.380, -1.182, 1.338], [-1.622, 2.002, -2.676], [0.984, 0.938, 1.932], [0.192, 0.313, 0.837], [1.443, -1.626, 0.396], [0.712, -1.030, -1.218], [2.122, -0.188, -0.136]],
  "mulliken_charge": [0.260, 0.052, -0.763, -0.273, -0.303, -0.496, 0.561, 0.358, 0.308, 0.296]
}

=====

3.
{
  "formula": "C3H4O3Pb",
  "method": "ωB97M-V with the def2-TZVPD basis set",
  "s2": 0.753,
  "e_above_lowest_kj_mol": 53.1,
  "gap_ev": [5.542, 7.891],
  "spin_multiplicity": 2,
  "charge": -1,
  "elements": ["H", "Pb", "O", "C", "C", "O", "O", "C", "H", "H", "H"],
  "coordinates": [[3.255, -0.653, -0.875], [2.778, 0.487, 0.639], [-1.195, -1.368, -0.252], [-1.502, -0.083, -0.039], [0.242, -1.538, -0.106], [-2.632, 0.286, 0.208], [-0.430, 0.678, -0.008], [0.811, -0.170, -0.402], [0.576, -2.309, -0.809], [0.404, -1.888, 0.926], [0.868, -0.009, -1.493]],
  "mulliken_charge": [-0.138, -0.342, -0.336, 0.659, -0.281, -0.643, -0.342, -0.392, 0.228, 0.275, 0.313]
}

=====

4.
{
  "formula": "C5H5N3",
  "method": "ωB97M-V with the def2-TZVPD basis set",
  "e_above_lowest_kj_mol": 409.4,
  "smiles": "Nc1ncnc2c1C2",
  "gap_ev": 8.708,
  "charge": 0,
  "elements": ["C", "C", "C", "C", "C", "N", "N", "N", "H", "H", "H", "H", "H"],
  "coordinates": [[0.572, -0.959, -1.589], [-0.375, 1.176, 0.245], [0.671, 1.072, -0.665], [-0.711, -0.646, 0.289], [0.952, 1.764, 0.562], [1.010, 0.279, -1.681], [-0.260, -1.356, -0.646], [-1.428, -1.256, 1.256], [0.809, -1.672, -2.437], [0.904, 2.886, 0.649], [1.588, 1.341, 1.341], [-1.944, -0.534, 1.762], [-1.790, -2.095, 0.914]],
  "mulliken_charge": [0.004, -0.428, 0.414, 0.547, -0.330, -0.560, -0.545, -0.406, 0.317, 0.182, 0.213, 0.307, 0.287]
}

=====

5.
{
  "formula": "C6H12N2",
  "method": "ωB97M-V with the def2-TZVPD basis set",
  "e_above_lowest_kj_mol": 276.7,
  "smiles": "CC(C)[C@@H](N)C=C=N",
  "gap_ev": 8.592,
  "charge": 0,
  "elements": ["C", "C", "C", "C", "N", "C", "C", "N", "H", "H", "H", "H", "H", "H", "H", "H", "H", "H", "H", "H"],
  "coordinates": [[0.293, 0.788, 0.241], [0.337, 0.235, 1.657], [-0.894, 1.702, -0.010], [-1.270, -1.307, -0.297], [2.058, -0.881, -1.113], [-0.291, -1.359, -1.177], [0.760, -0.333, -1.119], [-2.390, -1.513, 0.149], [1.195, 1.400, 0.120], [-2.720, -1.310, 1.085], [2.810, -0.211, -1.193], [2.213, -1.586, -0.405], [-0.210, -2.173, -1.887], [0.673, 0.409, -1.913], [0.440, 1.053, 2.374], [1.183, -0.438, 1.801], [-0.579, -0.303, 1.894], [-1.839, 1.186, 0.161], [-0.897, 2.080, -1.034], [-0.872, 2.561, 0.666]],
  "mulliken_charge": [0.182, -1.314, -1.249, 0.667, -0.585, -1.000, 0.142, -0.534, 0.332, 0.297, 0.234, 0.243, 0.383, 0.260, 0.418, 0.310, 0.220, 0.259, 0.329, 0.405]
}

=====

6.
{
  "formula": "C53H88BN4O20",
  "method": "ωB97M-V with the def2-TZVPD basis set",
  "e_above_lowest_kj_mol": 0.0,
  "gap_ev": 7.099,
  "charge": 1,
  "elements": ["C", "C", "C", "C", "C", "N", "N", "C", "C", "C", "C", "C", "N", "C", "C", "C", "N", "C", "C", "C", "C", "O", "C", "C", "O", "C", "C", "B", "O", "O", "H", "H", "H", "H", "H", "H", "H", "H", "H", "H", "H", "H", "H", "H", "H", "H", "H", "H", "H", "H", "H", "H", "H", "H", "H", "H", "H", "H", "H", "H", "H", "H", "H", "H", "H", "H", "H", "H", "H", "H", "O", "C", "O", "C", "C", "C", "H", "H", "H", "H", "H", "H", "O", "C", "O", "C", "C", "C", "H", "H", "H", "H", "H", "H", "O", "C", "O", "C", "C", "C", "H", "H", "H", "H", "H", "H", "O", "C", "O", "C", "C", "C", "H", "H", "H", "H", "H", "H", "O", "C", "O", "C", "C", "C", "H", "H", "H", "H", "H", "H", "O", "C", "O", "C", "C", "C", "H", "H", "H", "H", "H", "H", "O", "C", "O", "C", "C", "C", "H", "H", "H", "H", "H", "H", "O", "C", "O", "C", "C", "C", "H", "H", "H", "H", "H", "H"],
  "coordinates": [[8.056, -3.921, -3.310], [7.861, -2.598, -4.082], [6.528, -2.499, -4.888], [5.323, -3.239, -4.250], [3.983, -2.428, -4.368], [3.208, -2.456, -3.103], [3.404, -1.384, -2.356], [2.717, -1.427, -1.250], [2.968, -0.198, -0.355], [2.939, 1.071, -1.289], [1.596, 1.178, -2.072], [1.920, 1.179, -3.601], [0.755, 0.605, -4.336], [1.810, -2.432, -0.819], [1.055, -2.359, 0.499], [-0.100, -1.290, 0.570], [-0.339, -0.987, 1.998], [1.643, -3.552, -1.675], [0.701, -4.677, -1.341], [-0.655, -4.580, -2.112], [-1.213, -3.144, -2.154], [-2.565, -3.096, -1.650], [-3.247, -2.197, -2.458], [-3.076, -0.699, -2.257], [-3.933, -2.615, -3.324], [2.440, -3.486, -2.849], [2.366, -4.649, -3.823], [1.193, -4.460, -4.911], [0.373, -5.518, -5.181], [0.997, -3.279, -5.633], [7.829, -4.815, -3.911], [9.067, -3.979, -2.883], [7.371, -3.952, -2.444], [8.679, -2.539, -4.820], [7.981, -1.726, -3.422], [6.334, -1.431, -5.070], [6.723, -2.969, -5.867], [5.467, -3.399, -3.168], [5.252, -4.238, -4.699], [3.378, -2.714, -5.235], [4.308, -1.400, -4.573], [3.989, -0.259, 0.048], [2.188, -0.040, 0.394], [3.830, 1.141, -1.924], [2.970, 1.922, -0.591], [1.072, 2.121, -1.864], [0.882, 0.365, -1.854], [2.096, 2.224, -3.912], [2.815, 0.578, -3.822], [-0.058, 0.680, -3.734], [0.589, 1.141, -5.184], [1.799, -2.089, 1.267], [0.622, -3.313, 0.818], [-1.052, -1.678, 0.180], [0.163, -0.346, 0.072], [0.354, -0.334, 2.359], [-0.202, -1.869, 2.490], [1.125, -5.667, -1.577], [0.459, -4.738, -0.274], [-0.634, -5.060, -3.100], [-1.378, -5.181, -1.535], [-0.598, -2.463, -1.549], [-1.191, -2.778, -3.195], [-3.507, -0.223, -3.151], [-2.026, -0.368, -2.221], [-3.647, -0.306, -1.405], [3.320, -4.901, -4.300], [2.078, -5.547, -3.256], [-0.173, -5.266, -5.946], [0.767, -2.549, -5.034], [2.730, -4.183, 2.697], [1.914, -4.931, 3.154], [1.420, -5.998, 2.476], [0.383, -6.630, 3.251], [0.649, -6.212, 4.686], [1.252, -4.824, 4.510], [-0.586, -6.277, 2.888], [0.437, -7.708, 3.118], [-0.242, -6.231, 5.311], [1.388, -6.878, 5.135], [0.485, -4.047, 4.469], [1.982, -4.596, 5.282], [-0.125, 4.178, -3.414], [-0.751, 3.560, -4.224], [-0.430, 3.513, -5.544], [-1.434, 2.779, -6.266], [-2.110, 1.905, -5.224], [-2.014, 2.762, -3.970], [-2.124, 3.490, -6.724], [-0.960, 2.194, -7.052], [-3.130, 1.627, -5.489], [-1.536, 0.984, -5.083], [-2.858, 3.449, -3.880], [-1.915, 2.156, -3.072], [0.839, 1.816, 2.146], [0.722, 2.885, 1.603], [1.180, 3.116, 0.361], [0.995, 4.515, 0.020], [-0.110, 4.994, 0.942], [0.111, 4.139, 2.186], [1.935, 5.038, 0.186], [0.723, 4.603, -1.025], [-0.076, 6.063, 1.130], [-1.084, 4.760, 0.507], [0.826, 4.594, 2.874], [-0.819, 3.919, 2.698], [-0.249, 4.235, 7.257], [-0.765, 3.418, 6.545], [-0.478, 3.296, 5.228], [-1.338, 2.306, 4.630], [-1.798, 1.436, 5.785], [-1.836, 2.426, 6.940], [-2.169, 2.817, 4.140], [-0.780, 1.743, 3.885], [-2.748, 0.942, 5.597], [-1.051, 0.664, 5.988], [-2.794, 2.943, 7.001], [-1.596, 1.953, 7.890], [-8.581, -7.500, -2.848], [-7.923, -6.583, -3.239], [-8.389, -5.309, -3.327], [-7.395, -4.467, -3.933], [-6.076, -5.184, -3.712], [-6.496, -6.648, -3.744], [-7.635, -4.355, -4.993], [-7.415, -3.486, -3.463], [-5.318, -4.926, -4.449], [-5.681, -4.937, -2.725], [-6.498, -7.051, -4.758], [-5.881, -7.263, -3.092], [-4.654, 2.525, 5.224], [-5.158, 1.723, 4.492], [-4.851, 1.622, 3.174], [-5.701, 0.643, 2.551], [-6.179, -0.249, 3.683], [-6.234, 0.723, 4.855], [-6.523, 1.164, 2.056], [-5.131, 0.093, 1.804], [-7.127, -0.741, 3.472], [-5.436, -1.023, 3.884], [-7.192, 1.241, 4.913], [-6.008, 0.235, 5.800], [0.805, 6.837, -1.267], [1.869, 7.129, -1.736], [2.957, 6.318, -1.687], [4.098, 7.000, -2.239], [3.520, 8.082, -3.133], [2.223, 8.432, -2.417], [4.687, 7.412, -1.416], [4.713, 6.292, -2.791], [4.191, 8.928, -3.273], [3.294, 7.667, -4.118], [2.371, 9.199, -1.654], [1.442, 8.732, -3.111], [1.212, 7.915, 12.117], [0.681, 7.091, 11.431], [0.945, 6.934, 10.111], [0.067, 5.937, 9.549], [-0.382, 5.097, 10.731], [-0.392, 6.114, 11.865], [-0.767, 6.444, 9.059], [0.602, 5.355, 8.814], [-1.341, 4.606, 10.569], [0.361, 4.323, 10.939], [-1.345, 6.642, 11.932], [-0.141, 5.661, 12.821]],
  "mulliken_charge": [-1.110, -0.503, -0.611, -0.310, -1.314, 1.410, -1.100, 0.331, -0.623, -1.489, 1.585, -0.761, -0.233, 1.647, -1.346, -0.063, -0.550, 0.745, -1.199, -1.469, 1.658, -0.403, 0.688, -0.010, -0.555, 1.236, -1.580, 0.744, -0.583, -0.637, 0.287, 0.384, 0.295, 0.330, 0.287, 0.365, 0.348, 0.205, 0.443, 0.235, 0.453, 0.559, 0.009, 0.721, 0.443, 0.307, -1.328, 0.395, 0.227, -0.223, 0.190, 0.768, -0.311, 0.457, -0.399, 0.450, 0.125, 0.659, -0.347, 0.253, 0.667, -1.605, 0.406, 0.368, -0.449, 0.276, 0.222, 0.168, 0.311, 0.255, -0.595, 0.642, -0.353, -0.416, -0.531, -0.412, 0.257, 0.333, 0.340, 0.270, 0.128, 0.372, -0.515, 0.489, -0.399, -0.782, -0.176, -0.233, 0.329, 0.365, 0.512, 0.011, 0.513, -0.028, -0.671, 0.288, 0.043, 0.245, -0.918, 0.221, -0.047, 0.022, 0.407, 0.273, 0.302, -0.102, -0.583, 0.269, -0.213, 0.117, -0.591, -0.300, 0.215, -0.052, 0.214, 0.375, 0.227, 0.330, -0.553, 0.484, -0.353, -0.460, -0.200, -0.434, 0.251, 0.295, 0.318, 0.107, 0.276, 0.274, -0.559, 0.549, -0.305, -0.280, -0.550, -0.506, 0.281, 0.178, 0.345, 0.276, 0.299, 0.272, -0.550, 0.543, -0.289, -0.512, -0.498, -0.532, 0.282, 0.321, 0.334, 0.273, 0.287, 0.311, -0.577, 0.451, -0.336, -0.282, -0.432, -0.401, 0.173, 0.338, 0.276, 0.282, 0.255, 0.285]
}